19
Properties=species:S:1:pos:R:3:nbo_charge:R:1 method="wB97M-V/def2-TZVPD" multiplicity=1 lumo_ev=1.0836 gap_ev=12.0 smiles=CCC.CC total_charge=0
C -1.874 -0.149 -0.967 -0.6184
C -0.783 0.793 -1.736 -0.4156
C -0.192 1.993 -1.205 -0.6368
H -2.774 0.290 -0.539 0.2055
H -2.449 -0.737 -1.799 0.2038
H -1.604 -0.767 -0.145 0.1993
H -1.568 1.072 -2.463 0.2093
H -0.014 0.016 -2.175 0.2074
H -0.673 2.457 -0.280 0.2151
H -0.089 2.804 -2.045 0.2152
H 0.731 1.895 -0.677 0.2154
C 1.679 -1.797 2.187 -0.6125
C 1.163 -0.621 1.392 -0.6138
H 0.899 -2.214 2.851 0.2042
H 1.904 -2.647 1.549 0.2050
H 2.573 -1.409 2.632 0.2070
H 0.549 -0.878 0.487 0.2004
H 2.066 -0.139 1.018 0.2018
H 0.456 0.036 1.913 0.2076

---

29
Properties=species:S:1:pos:R:3:nbo_charge:R:1 method="wB97M-V/def2-TZVPD" multiplicity=2 lumo_ev="0.8729 / -1.7968" gap_ev="9.6 / 7.0" s_squared=0.757 total_charge=0
C -2.987 -1.368 0.964 -0.5934
C -2.496 -0.814 -0.363 -0.4228
C -1.199 -0.054 -0.308 0.0001
C -0.004 -0.690 -0.649 -0.1639
C 1.193 -0.057 -0.306 0.0143
C 1.188 1.297 0.003 -0.2397
C -0.003 1.988 0.176 0.0117
C -1.214 1.307 0.004 -0.2372
C 0.026 3.443 0.517 -0.6310
C 2.495 -0.809 -0.357 -0.4264
C 2.981 -1.362 0.967 -0.5932
H -3.931 -1.901 0.877 0.2093
H -2.250 -2.063 1.363 0.2062
H -3.169 -0.548 1.654 0.2029
H -2.342 -1.627 -1.076 0.2145
H -3.281 -0.158 -0.769 0.2014
H 0.003 -1.732 -1.022 0.2655
H 2.122 1.842 0.166 0.2046
H -2.169 1.824 0.160 0.2067
H -0.996 3.814 0.590 0.2125
H 0.532 3.681 1.464 0.2215
H 0.519 4.002 -0.285 0.2200
H 2.341 -1.616 -1.077 0.2153
H 3.284 -0.156 -0.762 0.2019
H 3.921 -1.898 0.888 0.2093
H 3.160 -0.546 1.659 0.2028
H 2.246 -2.058 1.360 0.2058
O 0.027 -2.101 -2.478 -0.5686
H 0.003 -1.638 -3.360 0.4501